# 1
A molecular structure, C15H22BCrN6S3. Source: the OMol25 dataset; level of theory: the ωB97M-V functional and the def2-TZVPD basis.

Computed properties:
Multiplicity ... 5
E ... -3177.137216 Ha
LUMO level (alpha / beta) ... -2.27 / -2.66 eV
Energy relative to the best compared isomer or geometry (same formula, charge and spin) ... 0.0 kcal per mole
Highest occupied orbital energy (alpha / beta) ... -11.366 / -11.597 eV
<S²> ... 6.017
Charge ... +1

Last column: Löwdin charge in e.
Geometry (Å):
1 Cr -0.5179 -0.0744 0.3136  0.45
2 C -0.9018 -4.3222 0.2144  -0.03
3 C -0.5993 -3.1414 0.8814  -0.14
4 N -0.7110 -2.0924 0.0522  -0.07
5 N -1.0983 -2.5885 -1.1464  -0.02
6 C -1.2111 -3.9175 -1.0727  -0.05
7 B -1.2979 -1.6634 -2.3774  -0.48
8 N -2.3492 -0.5878 -2.0011  -0.02
9 C -3.4158 -0.1809 -2.7000  -0.05
10 C -3.9909 0.8934 -2.0461  -0.03
11 C -3.1859 1.0849 -0.9265  -0.14
12 N -2.1925 0.1864 -0.9022  -0.07
13 N 0.0326 -0.9571 -2.7120  -0.04
14 C 0.7334 -1.0054 -3.8590  -0.06
15 C 1.7904 -0.1274 -3.7567  -0.05
16 C 1.6454 0.4310 -2.4818  -0.17
17 N 0.5746 -0.0549 -1.8542  0.01
18 H -0.9066 -5.3249 0.6105  0.11
19 H -0.3323 -3.0040 1.9153  0.08
20 H -1.5111 -4.4924 -1.9377  0.13
21 H -1.6844 -2.3142 -3.3115  0.13
22 H -3.6985 -0.6849 -3.6136  0.13
23 H -4.8694 1.4501 -2.3333  0.11
24 H -3.2900 1.8143 -0.1396  0.09
25 H 0.4345 -1.6644 -4.6630  0.13
26 H 2.5549 0.0807 -4.4908  0.10
27 H 2.2772 1.1688 -2.0083  0.06
28 C -0.6217 2.1626 2.8854  -0.45
29 C 0.2935 1.1117 3.5215  -0.44
30 S 0.3916 -0.4536 2.6044  0.89
31 C 2.1599 -0.8169 2.6471  -0.47
32 C 3.0928 0.3022 2.1897  -0.50
33 S 2.6063 1.1112 0.6471  0.91
34 C 2.1289 2.7742 1.1967  -0.49
35 C 0.7821 3.2401 0.6608  -0.47
36 S -0.6683 2.2428 1.0802  0.89
37 H -0.3525 3.1599 3.2341  0.10
38 H -1.6568 1.9922 3.1723  0.09
39 H -0.0801 0.8657 4.5121  0.09
40 H 1.3063 1.4818 3.6352  0.06
41 H 2.2559 -1.6955 2.0089  0.09
42 H 2.3995 -1.1195 3.6652  0.09
43 H 4.0754 -0.1321 2.0216  0.08
44 H 3.2225 1.0624 2.9572  0.07
45 H 2.8854 3.4654 0.8321  0.09
46 H 2.1574 2.8134 2.2843  0.07
47 H 0.7752 3.2727 -0.4301  0.09
48 H 0.5680 4.2476 1.0206  0.09

# 2
C4H10O in the gas phase. Source: the OMol25 dataset; level of theory: the ωB97M-V functional and the def2-TZVPD basis.

Computed properties:
Multiplicity ... 1
E ... -233.565203 Ha
LUMO level ... 1.02 eV
Energy relative to the best compared isomer or geometry (same formula, charge and spin) ... 50.0 kcal per mole
Highest occupied orbital energy ... -9.224 eV
Structure (SMILES) ... CC[C@@H](C)O

Last column: Löwdin charge in e.
Geometry (Å):
1 C 2.0155 0.2299 0.0848  -0.12
2 C 0.8710 -0.8039 -0.1333  -0.18
3 C -0.5171 -0.0262 -0.3582  -0.30
4 C -2.1084 -0.2592 0.0769  -0.03
5 O -0.4424 0.9993 0.6332  -0.15
6 H 1.7194 0.9586 0.8386  0.06
7 H 2.2599 0.7858 -0.8293  0.07
8 H 2.9479 -0.2379 0.4311  0.07
9 H 1.1738 -1.4559 -0.9704  0.10
10 H 0.8270 -1.4423 0.7503  0.10
11 H -0.3713 0.3855 -1.3905  0.13
12 H -2.7241 -0.3196 -0.8052  0.04
13 H -2.1782 -1.1300 0.7159  0.05
14 H -2.6034 0.5520 0.6984  0.09
15 H -0.8696 1.7636 0.2578  0.08